DFT (the ωB97M-V functional and the def2-TZVPD basis) results for a single C4H12N2O molecule at a distorted geometry.

## Properties
- HOMO energy: -8.9 eV
- Energy: -344.33361 Ha
- SMILES string: C[C@H](CN)NCO
- Multiplicity: 1
- Net charge: 0

Cartesian coordinates (Å):
C 0.7510 -1.4515 -0.7248
N 2.0619 -1.8215 -0.2273
C 0.2756 -0.0385 -0.4460
C -0.8231 0.3942 -1.3992
N -0.0849 0.0964 0.9792
C -0.5157 1.4098 1.4256
O -1.9128 1.6289 1.3228
H 0.0337 -2.2021 -0.3963
H 0.8381 -1.5360 -1.8106
H 2.7859 -1.1610 -0.4713
H 2.1424 -2.0381 0.7533
H 1.1576 0.6021 -0.5252
H -1.6249 -0.3543 -1.3898
H -1.2137 1.3882 -1.1616
H -0.5087 0.5109 -2.4412
H -0.8632 -0.5350 1.1766
H -0.0685 2.1669 0.7729
H -0.1147 1.5356 2.3967
H -2.3161 1.4049 2.1661

Atom charges from the Mulliken analysis, given in e for atoms 1 to 4:
1 C -0.787
2 N -0.585
3 C 0.371
4 C -1.268